12
Properties=species:S:1:pos:R:3:nbo_charge:R:1 method="wB97M-V/def2-TZVPD" de_lowest_kcal_mol=95.0 homo_ev=-9.796 orbital_gap_ev=9.473
C 1.31 -0.17 -0.03 0.452
C -1.09 -0.15 -0.07 0.526
H 2.98 -0.16 0.15 0.345
H -1.75 2.13 -0.42 0.467
H -2.27 -1.74 0.84 0.358
H -0.02 -1.87 -0.57 0.453
N 2.22 -0.91 -0.15 -0.598
N 1.38 1.18 0.36 -0.242
N 0.32 1.86 0.08 0.072
N -0.97 1.26 -0.34 -0.506
N -2.22 -0.61 0.20 -0.688
N 0.11 -0.82 -0.04 -0.640